Entry 1:
Here is a structure of composition C20H16F6HgN3O3P in a non-equilibrium geometry from the Open Molecules 2025 dataset. Energies are from the ωB97M-V functional and the def2-TZVPD basis.

For the LUMO energy, the calculation gives -0.682 eV. The highest occupied orbital energy is -9.31 eV. The value obtained for the HOMO-LUMO gap is 8.6312 eV. The value obtained for the total energy is -61387.4120 eV. The value obtained for the energy relative to the best compared isomer or geometry (same formula, charge and spin) is 0.00 kcal per mole.

The geometry in ORCA input format:
```
! RIJCOSX wB97M-V def2-TZVPD def2/J DEFGRID3
* xyz 0 1
Hg 0.0380 0.1797 -0.3875
O -3.5808 2.1841 -0.8504
C -2.6241 1.4495 -0.7545
N -1.3703 1.7345 -0.2985
C -0.9562 2.9401 0.1801
O -1.5748 3.9758 0.2771
C 0.5111 2.9148 0.6653
C 1.0543 4.1097 1.1113
C 2.3656 4.1360 1.5527
C 3.1006 2.9595 1.5326
C 2.4985 1.8062 1.0711
N 1.2322 1.7793 0.6555
C -2.7887 -0.0282 -1.1766
C -4.0199 -0.4079 -1.6872
C -4.2168 -1.7204 -2.0800
C -3.1699 -2.6206 -1.9511
C -1.9667 -2.1745 -1.4395
N -1.7823 -0.9125 -1.0549
H 0.4219 4.9852 1.0877
H 2.8084 5.0603 1.8984
H 4.1292 2.9359 1.8640
H 3.0449 0.8734 1.0157
H -4.7832 0.3526 -1.7649
H -5.1685 -2.0331 -2.4878
H -3.2770 -3.6542 -2.2481
H -1.1151 -2.8359 -1.3482
C -1.0691 -1.2027 4.1627
C -0.2711 -1.3054 2.8919
O -0.6117 -0.6615 1.9132
C 0.9245 -2.1894 2.8636
C 1.6601 -2.3125 1.6823
C 2.7806 -3.1191 1.6206
C 3.1841 -3.8222 2.7484
C 2.4599 -3.7144 3.9268
C 1.3373 -2.9055 3.9878
H -1.8907 -0.5075 4.0143
H -0.4385 -0.8488 4.9793
H -1.4667 -2.1810 4.4368
H 1.3442 -1.7781 0.7961
H 3.3319 -3.1987 0.6928
H 4.0606 -4.4551 2.7032
H 2.7743 -4.2661 4.8030
H 0.7898 -2.8386 4.9178
F 1.3835 -1.2858 -2.0726
P 1.6551 -0.1103 -3.2450
F 0.0739 0.3029 -3.0598
F 2.0061 0.9138 -1.9930
F 1.8580 1.0697 -4.2824
F 3.1865 -0.5432 -3.2976
F 1.2570 -1.1570 -4.3721
*
```

***

Entry 2:
Here is the molecule C17H19N3O2S from the Open Molecules 2025 dataset. Energies are from the ωB97M-V functional and the def2-TZVPD basis.

For the LUMO energy, the calculation gives 0.596 eV. The highest occupied orbital energy is -7.33 eV. The value obtained for the HOMO-LUMO gap is 7.9289 eV. The value obtained for the total energy is -37338.3672 eV. The value obtained for the energy relative to the best compared isomer or geometry (same formula, charge and spin) is 32.10 kcal per mole. Its SMILES is CC(=O)Nc1ccc(N2CCN(C(=O)c3cccs3)CC2)cc1.

The geometry in ORCA input format:
```
! RIJCOSX wB97M-V def2-TZVPD def2/J DEFGRID3
* xyz 0 1
C 5.3255 0.7162 -0.7018
C 4.0448 0.5754 0.1007
O 3.9467 -0.1494 1.0659
N 3.0414 1.3527 -0.3908
C 1.7092 1.4247 0.0409
C 0.7657 2.0005 -0.8021
C -0.5726 2.0137 -0.4692
C -1.0232 1.4419 0.7233
N -2.3798 1.3579 1.0633
C -3.3695 1.7739 0.0902
C -3.5017 0.7333 -1.0594
N -2.7609 -0.4526 -0.6770
C -1.5878 -0.6943 -1.3304
O -1.4041 -0.2183 -2.4430
C -0.5017 -1.4861 -0.7319
C 0.6996 -1.6156 -1.3843
C 1.6908 -2.2669 -0.6320
C 1.2498 -2.6299 0.6002
S -0.3834 -2.1881 0.8526
C -3.1813 -0.9257 0.6168
C -2.8313 0.1354 1.7008
C -0.0475 0.9817 1.6139
C 1.2901 0.9582 1.2807
H 6.0969 0.0975 -0.2530
H 5.6552 1.7531 -0.7056
H 5.1630 0.3954 -1.7290
H 3.2281 1.8545 -1.2481
H 1.0737 2.4156 -1.7514
H -1.2587 2.4426 -1.1796
H -4.3190 1.8624 0.6266
H -3.1154 2.7606 -0.2948
H -3.0745 1.0982 -1.9936
H -4.5504 0.4711 -1.2291
H 0.8406 -1.2332 -2.3789
H 2.6908 -2.4488 -0.9811
H 1.7856 -3.1282 1.3830
H -2.7334 -1.8908 0.8404
H -4.2670 -1.0666 0.5637
H -3.7167 0.3700 2.2994
H -2.0650 -0.2514 2.3656
H -0.3283 0.6243 2.5921
H 2.0101 0.5560 1.9729
*
```

***

The highest highest occupied orbital energy belongs to which entry?
C17H19N3O2S